{"formula": "C6H14NO", "method": "ωB97M-V/def2-TZVPD", "symbols": ["C", "C", "C", "C", "C", "N", "C", "H", "H", "H", "H", "H", "H", "H", "H", "H", "H", "H", "H", "H", "H", "O"], "positions_angstrom": [[-1.04991, -0.57328, -2.30471], [-0.22653, 0.70812, -2.10419], [1.14654, 0.49230, -1.41017], [0.92259, -0.24012, -0.18538], [0.66291, 0.49138, 1.01876], [0.03387, 0.08190, 2.05699], [0.09925, 0.86606, 3.24148], [-0.49019, -1.23593, -2.94283], [-1.40929, -1.06002, -1.40465], [-1.95201, -0.25971, -2.82634], [-0.09499, 1.14675, -3.08827], [-0.82215, 1.45507, -1.58317], [1.86643, -0.00922, -2.05521], [1.57748, 1.46466, -1.17584], [0.93526, -1.32283, -0.15369], [0.75788, 1.57799, 0.88191], [-0.64853, 0.52907, 3.95632], [1.05712, 0.82481, 3.76764], [-0.07340, 1.93598, 3.08690], [-0.48865, -1.64573, 1.43752], [-1.04192, -3.02396, 1.10490], [-0.76176, -2.20328, 0.68204]], "charge": 1, "orbital_gap_ev": 7.8}

{"formula": "C6H14NO2PS", "method": "ωB97M-V/def2-TZVPD", "symbols": ["C", "C", "C", "C", "C", "C", "N", "O", "O", "P", "S", "H", "H", "H", "H", "H", "H", "H", "H", "H", "H", "H", "H", "H", "H"], "positions_angstrom": [[2.16972, -1.00396, -0.33857], [0.76690, -1.51303, 0.04764], [2.27547, 0.42546, -0.94338], [0.29823, -0.63120, 1.16300], [1.83059, 1.29276, 0.18692], [0.46041, 0.89209, 0.75770], [-0.48375, 1.08982, -0.19222], [-3.39591, 1.43437, 0.70125], [-2.82845, 0.47938, -1.46485], [-2.79465, 0.07109, 0.07892], [-4.42577, -1.28970, 0.03377], [2.77795, -0.94190, 0.57749], [2.61700, -1.89265, -0.89889], [0.24353, -1.57185, -0.92563], [0.72422, -2.58331, 0.30049], [3.19958, 0.73316, -1.34379], [1.65497, 0.43956, -1.75248], [-0.68319, -0.91686, 1.46140], [0.91222, -1.00100, 2.12209], [2.50842, 1.15433, 0.93623], [1.88486, 2.26286, -0.23018], [0.10790, 1.64882, 1.51525], [-2.82233, 1.85578, 1.28239], [-1.99511, 0.72060, -1.85712], [-5.00283, -1.15464, -1.21742]], "charge": 0, "orbital_gap_ev": [7.6, 7.4]}